Record 1
Here is C5H6ClNO in the gas phase from OMol25. Energies are from ωB97M-V with the def2-TZVPD basis set.

Calculated values
Multiplicity: 1
E_tot, eV: -21340.8772
HOMO energy, hartree: -0.335

Last column: natural (NBO) charge in e.
Element x y z (Å)
C1 0.393 -0.438 -1.339  -0.16
C2 0.851 -0.493 0.181  -0.26
C3 -0.312 -0.446 2.233  0.54
C4 -1.485 -0.378 -0.046  0.04
C5 -1.103 -0.653 -1.320  -0.29
H1 1.010 -1.110 -1.938  0.24
H2 1.458 -1.382 0.521  0.23
H3 1.489 0.379 0.501  0.24
H4 -1.269 -0.267 2.574  0.11
H5 -2.533 -0.254 0.338  0.23
H6 -1.758 -0.521 -2.098  0.23
N1 -0.391 -0.314 0.903  -0.44
O1 0.718 -0.578 2.889  -0.59
Cl1 0.501 1.437 -1.623  -0.13

---

Record 2
Here is C3H7NO in the gas phase from OMol25. Energies are from ωB97M-V with the def2-TZVPD basis set.

Calculated values
Multiplicity: 1
E_tot, eV: -6759.8558
HOMO energy, hartree: -0.301

Last column: natural (NBO) charge in e.
Element x y z (Å)
C1 0.308 -0.022 -0.467  -0.27
C2 1.147 -1.057 -1.140  -0.62
C3 -0.384 -0.242 0.643  -0.05
O1 -1.372 1.927 0.700  -0.57
N1 -1.086 0.714 1.383  -0.33
H1 -0.631 2.517 0.897  0.47
H2 0.273 0.946 -0.945  0.20
H3 -1.970 0.371 1.745  0.36
H4 -0.378 -1.203 1.138  0.19
H5 2.184 -0.724 -1.201  0.21
H6 1.114 -1.998 -0.596  0.20
H7 0.796 -1.228 -2.158  0.21

---

Record 3
Here is 2 unconnected molecules or ions with the total composition C5H13N2 from OMol25. Energies are from ωB97M-V with the def2-TZVPD basis set.

Calculated values
Charge: +1
Multiplicity: 1
E_tot, eV: -8366.0518
HOMO energy, hartree: -0.479

Last column: natural (NBO) charge in e.
Element x y z (Å)
C1 -1.782 -0.197 -0.444  -0.24
C2 -0.658 -0.602 0.108  0.11
C3 -2.361 1.118 -0.875  -0.66
C4 -0.274 -1.845 0.780  -0.72
C5 1.120 0.742 0.066  0.06
N1 1.801 0.746 1.350  -0.86
N2 2.076 0.126 -0.946  -0.72
H1 -2.548 -0.928 -0.309  0.23
H2 -3.182 0.901 -1.676  0.24
H3 -3.006 1.595 -0.140  0.25
H4 -1.681 1.925 -1.300  0.22
H5 -1.091 -2.538 0.935  0.27
H6 0.094 -1.642 1.817  0.23
H7 0.593 -2.428 0.432  0.22
H8 0.805 1.739 -0.182  0.22
H9 1.692 -0.158 1.775  0.38
H10 1.687 1.534 1.923  0.41
H11 2.655 -0.379 -0.282  0.46
H12 2.400 0.892 -1.485  0.45
H13 1.660 -0.599 -1.548  0.45

---

Record 4
Here is C22H27NO3 in the gas phase from OMol25. Energies are from ωB97M-V with the def2-TZVPD basis set.

Calculated values
Multiplicity: 1
E_tot, eV: -30884.1689
HOMO energy, hartree: -0.290

Last column: natural (NBO) charge in e.
Element x y z (Å)
C1 -3.127 1.634 -5.096  -0.64
C2 -3.218 0.752 -3.854  -0.06
O1 -2.767 1.405 -2.686  -0.49
C3 -1.431 1.559 -2.466  0.29
C4 -0.408 1.030 -3.245  -0.27
C5 0.914 1.233 -2.882  -0.20
C6 1.255 1.949 -1.745  -0.08
C7 0.224 2.503 -0.989  -0.19
C8 -1.095 2.312 -1.339  -0.26
H1 -1.895 2.740 -0.754  0.22
H2 0.460 3.089 -0.112  0.21
C9 2.696 2.103 -1.313  -0.22
N1 3.240 1.078 -0.440  -0.45
C10 2.600 0.914 0.844  -0.21
C11 1.400 -0.046 0.820  -0.36
C12 0.779 -0.218 2.190  0.61
O2 1.320 0.120 3.213  -0.52
C13 -0.568 -0.863 2.156  -0.21
C14 -1.603 -0.313 1.414  -0.12
C15 -2.860 -0.891 1.412  -0.26
C16 -3.083 -2.037 2.153  -0.18
C17 -2.061 -2.609 2.891  -0.31
C18 -0.796 -2.031 2.904  0.34
O3 0.279 -2.539 3.557  -0.49
C19 0.109 -3.679 4.362  -0.25
H3 -0.625 -3.507 5.156  0.18
H4 1.084 -3.868 4.809  0.20
H5 -0.192 -4.550 3.769  0.17
H6 -2.261 -3.505 3.458  0.22
H7 -4.060 -2.497 2.161  0.21
H8 -3.657 -0.447 0.836  0.22
H9 -1.433 0.593 0.852  0.21
H10 0.635 0.328 0.134  0.23
C20 1.866 -1.413 0.300  -0.39
C21 2.473 -1.227 -1.087  -0.42
C22 3.605 -0.191 -1.028  -0.21
H11 4.004 -0.011 -2.029  0.20
H12 4.414 -0.603 -0.412  0.19
H13 1.695 -0.894 -1.775  0.20
H14 2.873 -2.174 -1.455  0.21
H15 1.023 -2.107 0.260  0.22
H16 2.613 -1.822 0.984  0.20
H17 2.288 1.892 1.214  0.20
H18 3.344 0.515 1.543  0.21
H19 2.804 3.053 -0.779  0.20
H20 3.339 2.139 -2.198  0.20
H21 1.694 0.824 -3.509  0.21
H22 -0.619 0.459 -4.135  0.21
H23 -4.265 0.516 -3.644  0.19
H24 -2.678 -0.192 -4.004  0.17
H25 -3.534 1.105 -5.953  0.22
H26 -3.697 2.547 -4.940  0.22
H27 -2.096 1.907 -5.305  0.21

---

The records above give, respectively, ΔE to the lowest compared entry with this formula, charge and spin values of 1.605 2.895 4.759 0.928 eV.